216
Properties=species:S:1:pos:R:3:forces:R:3:mulliken_charge:R:1 method="wB97M-V/def2-TZVPD" homo_lumo_gap_ev=6.67 fmax_ev_per_a=2.96 lumo_energy_ev=-15.82 de_lowest_ev=1.991 charge=+8
C -0.34980 -6.68066 -5.31918 0.324 0.413 -0.563 -0.846
N 0.50913 -7.28614 -6.42103 -0.747 0.378 -0.304 0.028
C 0.18656 -7.03903 -7.72326 0.609 -0.951 0.782 -0.293
C 0.88057 -7.67905 -8.75277 -0.335 0.671 0.391 -0.855
C 1.94849 -8.53696 -8.46562 -0.416 1.240 1.308 0.505
C 2.30451 -8.66210 -7.10658 -0.163 -0.579 -0.792 -0.482
C 1.56429 -8.05109 -6.10322 0.112 -0.232 -0.574 -0.596
C 2.77861 -9.11721 -9.53420 0.111 -0.114 -0.851 0.712
C 3.13176 -10.47187 -9.55569 -0.477 0.215 -0.543 -0.236
C 3.84317 -10.96655 -10.63335 -0.518 -0.359 -0.754 -0.153
N 4.13028 -10.21337 -11.71505 0.113 1.148 0.593 0.250
C 3.85892 -8.87804 -11.68824 -0.556 -0.355 0.358 -0.617
C 3.16806 -8.31192 -10.62302 0.701 -0.573 -0.182 -0.641
C 4.79378 -10.80185 -12.90180 0.227 0.378 0.338 -1.034
H -1.29467 -6.32787 -5.72828 0.042 -0.311 -0.230 0.313
H 0.16454 -5.78706 -4.96823 0.148 -0.221 0.313 0.379
H -0.54488 -7.41591 -4.54305 0.246 0.012 -0.035 0.373
H -0.64624 -6.36453 -7.85916 -0.007 -0.034 -0.265 0.455
H 0.55470 -7.42674 -9.75261 0.083 -0.218 -0.126 0.571
H 3.13404 -9.32321 -6.89365 0.003 0.107 0.502 0.468
H 1.79742 -8.17688 -5.05516 -0.068 0.019 0.033 0.507
H 2.65125 -11.16071 -8.87426 0.626 -0.050 0.400 0.642
H 4.07370 -12.01026 -10.79413 0.041 -0.096 0.532 0.128
H 4.13914 -8.30768 -12.56203 0.019 0.037 -0.006 0.487
H 2.97113 -7.24966 -10.65722 -0.105 0.012 0.036 0.676
H 5.86486 -10.62175 -12.82055 0.013 -0.172 0.087 0.383
H 4.44579 -10.29517 -13.79977 -0.236 -0.153 0.083 0.391
H 4.59209 -11.86911 -12.91692 -0.006 0.085 -0.080 0.320
C 9.05734 -14.30003 -13.71000 0.533 0.358 -0.003 -0.918
N 10.23006 -13.66173 -14.36131 1.156 -0.552 -0.138 0.214
C 10.48857 -12.36744 -14.17050 -0.219 1.377 0.132 -0.061
C 11.47830 -11.67034 -14.83182 0.358 -1.638 -1.453 -0.869
C 12.27549 -12.40894 -15.77056 -0.210 0.299 1.040 0.656
C 12.05716 -13.77997 -15.90980 -1.434 -0.954 0.721 -0.849
C 11.01597 -14.39134 -15.19038 -0.082 1.100 0.196 -0.241
C 13.38532 -11.77451 -16.51059 0.710 0.751 0.007 0.712
C 14.67549 -12.27764 -16.46527 0.664 -0.238 -0.464 -0.693
C 15.73137 -11.68489 -17.20925 -1.500 -0.375 1.211 -0.296
N 15.49285 -10.52894 -17.83974 0.327 0.691 -0.236 0.005
C 14.26575 -9.97027 -17.85191 -0.471 -0.633 0.529 -0.301
C 13.20873 -10.58638 -17.18765 -0.156 0.762 -0.843 -0.662
C 16.58621 -9.84300 -18.62091 0.570 -0.808 -0.015 -0.883
H 9.28802 -15.31750 -13.40020 0.046 -0.048 -0.345 0.243
H 8.30500 -14.23354 -14.49496 -0.521 -0.233 0.587 0.427
H 8.84692 -13.78389 -12.77313 -0.476 0.157 -0.202 0.139
H 9.83404 -11.82688 -13.50067 -0.087 -0.211 0.131 0.546
H 11.56555 -10.59999 -14.71919 0.197 -0.026 0.192 0.545
H 12.57766 -14.43533 -16.59448 0.363 0.308 -0.073 0.561
H 10.68862 -15.42073 -15.20140 0.561 -0.182 -0.525 0.627
H 14.80293 -13.12913 -15.81077 0.716 -0.193 -0.353 0.521
H 16.72468 -12.10740 -17.26345 0.065 0.094 0.070 0.468
H 14.12198 -9.05392 -18.40574 0.203 0.048 -0.008 0.446
H 12.22368 -10.14584 -17.26180 0.062 0.196 -0.062 0.494
H 17.57540 -9.97519 -18.18114 -0.278 -0.296 0.523 0.358
H 16.44827 -8.76634 -18.67118 -0.531 -0.170 -0.321 0.344
H 16.62612 -10.40175 -19.55523 -0.118 0.649 -0.377 0.389
C 7.55690 -18.93004 -11.90574 0.796 -0.299 0.148 -1.057
N 6.82325 -18.36597 -13.03769 -0.361 0.010 -0.724 0.191
C 6.14042 -17.22258 -12.85839 -0.129 0.729 -0.143 -0.133
C 5.59174 -16.51796 -13.92183 0.555 -1.216 -0.086 -0.920
C 5.78447 -17.07723 -15.19158 -1.292 1.061 -0.340 0.726
C 6.39068 -18.28933 -15.34923 1.671 -1.426 0.027 -0.444
C 6.97239 -18.93889 -14.26793 -0.708 1.117 0.910 -0.475
C 5.32365 -16.35904 -16.42173 -0.582 1.005 0.069 0.334
C 6.23194 -15.95006 -17.38427 -0.170 0.799 -0.599 -0.618
C 5.82672 -15.06507 -18.39818 -0.087 -0.253 0.659 -0.447
N 4.58141 -14.56498 -18.41835 -1.265 -0.506 0.460 0.044
C 3.66473 -14.92852 -17.48189 0.523 -1.538 -0.113 -0.290
C 3.99609 -15.88796 -16.54002 0.638 0.317 0.457 -0.941
C 4.09894 -13.70770 -19.51761 0.719 0.947 -0.863 -0.887
H 7.26388 -18.44668 -10.97798 -0.004 0.031 -0.109 0.071
H 8.60418 -18.72516 -12.13193 0.073 0.042 0.401 0.487
H 7.45391 -20.01235 -11.84336 -0.345 0.062 -0.074 0.477
H 6.12143 -16.78604 -11.86680 0.076 -0.252 0.214 0.239
H 5.08212 -15.58619 -13.72794 0.024 0.030 -0.131 0.818
H 6.56034 -18.67981 -16.34393 -0.172 -0.235 0.024 0.670
H 7.57947 -19.83306 -14.25429 -0.172 -0.148 -0.465 0.556
H 7.28092 -16.20588 -17.33573 -0.025 -0.209 -0.107 0.579
H 6.51052 -14.70293 -19.15303 -0.065 -0.070 -0.137 0.456
H 2.64840 -14.57602 -17.58132 0.097 0.279 -0.114 0.494
H 3.27192 -16.22764 -15.81224 -0.220 0.135 -0.132 0.815
H 4.92035 -13.02086 -19.71840 -0.165 0.040 -0.363 0.344
H 3.21417 -13.11172 -19.30194 0.078 -0.229 0.698 0.378
H 3.84320 -14.26779 -20.41726 0.334 -0.372 0.148 0.358
C -0.95254 -17.96181 -15.49634 -1.279 -0.270 -0.147 -1.352
C -1.16313 -16.94165 -14.37655 -0.501 -0.296 -1.865 -0.602
C -0.16377 -17.09662 -13.24846 -0.649 0.451 0.491 0.313
C -0.57608 -16.24674 -12.06173 0.761 0.615 0.512 -1.017
N 0.32146 -16.49472 -10.82026 -2.564 -0.308 0.753 0.414
C 0.16190 -15.36635 -9.75586 1.238 -0.752 -1.320 -1.015
C 1.44928 -15.48834 -8.94220 0.179 0.730 0.612 0.522
C 2.42532 -16.38715 -9.67151 -0.259 -0.393 -1.546 0.375
C 1.81758 -16.54455 -11.08903 -1.152 -0.087 0.528 -0.908
C -0.23976 -17.72312 -10.11382 2.167 -0.417 1.097 -0.981
H -1.80764 -17.92344 -16.17662 0.155 0.622 -0.257 0.441
H -1.17714 -18.95957 -15.11345 1.146 -0.282 0.061 0.362
H -0.06372 -17.80571 -16.10643 0.228 -0.500 0.276 0.265
H -2.22604 -17.08414 -14.17253 0.165 0.077 1.091 0.422
H -1.15332 -15.97266 -14.88515 0.373 0.330 0.556 0.339
H 0.82492 -16.78693 -13.59667 0.065 -0.150 -0.056 -0.129
H -0.12014 -18.13463 -12.91327 0.042 -0.131 -0.218 0.342
H -1.61568 -16.40923 -11.78084 0.138 -0.352 0.223 0.413
H -0.53635 -15.17065 -12.24482 0.334 -0.015 -0.286 0.282
H -0.74187 -15.52573 -9.17565 -0.156 0.255 -0.349 0.399
H 0.19869 -14.46342 -10.36314 -0.511 0.216 0.363 0.327
H 1.29133 -15.85739 -7.93105 -0.110 0.258 0.025 0.504
H 1.89256 -14.49482 -8.89055 -0.089 -0.012 0.437 -0.702
H 2.45449 -17.39041 -9.24709 0.133 0.062 0.152 0.400
H 3.43866 -15.99443 -9.72836 0.007 0.005 0.138 -0.375
H 2.09391 -17.48493 -11.56307 -0.215 0.020 -0.086 0.460
H 1.89888 -15.73369 -11.81554 0.745 0.192 0.265 0.322
H -1.31280 -17.88724 -10.14390 0.101 0.178 -0.765 0.301
H 0.00036 -17.61552 -9.05430 -0.126 0.177 0.047 0.511
H 0.41437 -18.55624 -10.36990 -0.744 -0.390 -0.565 0.334
C 13.82921 -22.87977 -8.84581 0.666 1.120 1.279 -1.496
C 12.87869 -21.69431 -8.87335 -1.569 -1.321 -0.110 -0.382
C 13.52944 -20.36417 -9.09050 -1.135 1.693 -0.307 -0.557
C 12.49944 -19.18178 -8.94510 0.408 -0.138 -0.327 -0.705
N 13.02716 -17.84652 -9.50565 -0.210 0.471 2.197 0.511
C 11.94206 -16.78266 -9.22090 0.436 -0.154 -1.914 -1.023
C 10.90116 -17.07149 -10.35109 -0.078 0.043 1.659 0.292
C 11.68425 -17.74120 -11.46712 -0.003 -0.942 -0.809 -0.586
C 13.13988 -17.83448 -10.98029 -0.128 0.651 -0.451 -0.934
C 14.31667 -17.46947 -8.79711 0.198 -0.481 -0.313 -1.000
H 14.38347 -22.92673 -9.78122 0.004 -0.387 0.074 0.347
H 13.35399 -23.80995 -8.54548 -0.110 -0.014 -0.444 0.424
H 14.50352 -22.62398 -8.02359 0.539 -0.492 -0.213 0.355
H 12.26738 -21.63666 -7.96712 0.375 -0.145 0.305 0.224
H 12.13005 -22.00096 -9.61323 -0.078 0.861 -0.468 0.391
H 13.95121 -20.27121 -10.09262 0.361 -0.280 0.094 0.251
H 14.28583 -20.17972 -8.32760 0.237 -0.251 -0.175 0.600
H 12.20960 -18.99971 -7.90955 0.472 0.073 0.129 0.357
H 11.53616 -19.27295 -9.44571 0.228 -0.758 -0.284 0.249
H 12.40323 -15.81428 -9.41409 0.175 -0.019 0.321 0.252
H 11.56224 -16.84377 -8.20516 0.177 -0.145 -0.023 0.478
H 10.33288 -16.18279 -10.62192 0.075 0.017 -0.011 0.466
H 10.21309 -17.74853 -9.84209 -0.414 -0.117 -0.608 -0.450
H 11.53515 -17.34064 -12.47226 0.550 0.869 0.228 0.467
H 11.33049 -18.74725 -11.71018 -0.052 -0.254 0.714 0.464
H 13.71818 -16.92728 -11.16074 -0.073 -0.023 -0.440 0.400
H 13.68409 -18.68219 -11.38857 0.025 -0.030 0.286 0.459
H 15.06290 -18.22295 -9.04169 -0.057 -0.037 0.122 0.407
H 14.15724 -17.44312 -7.72110 -0.161 -0.132 -0.059 0.356
H 14.73000 -16.51219 -9.11205 -0.481 0.096 -0.261 0.410
C 9.61283 -13.08889 -5.39641 0.354 0.127 -0.501 -1.371
C 10.41407 -13.14992 -6.71838 -0.127 -0.393 1.053 -0.294
C 10.50498 -11.88259 -7.51699 -0.221 1.148 -0.001 -1.184
C 9.17901 -11.50383 -8.20354 -0.148 -0.282 0.792 0.095
N 8.73695 -10.07344 -8.01263 -0.630 -0.229 -1.034 0.266
C 7.34605 -9.88978 -8.60660 -0.475 1.131 1.203 0.315
C 6.82232 -8.71798 -7.72063 -0.749 -1.278 -0.530 -0.412
C 7.20445 -9.12372 -6.30466 -0.231 -0.345 -0.310 -0.614
C 8.60963 -9.68161 -6.51116 1.215 1.287 -0.067 -0.492
C 9.63630 -9.12972 -8.80069 0.170 -2.109 0.660 -0.927
H 9.69441 -14.08751 -4.97219 -0.429 0.091 0.227 0.427
H 8.57609 -12.76831 -5.51317 -0.134 -0.288 0.020 0.152
H 10.08008 -12.42639 -4.66646 0.092 0.121 -0.123 0.505
H 10.01699 -13.95520 -7.34323 0.163 -0.173 -0.012 0.026
H 11.41606 -13.38942 -6.35815 0.145 -0.299 -0.518 0.655
H 11.33915 -11.93303 -8.21762 -0.109 0.054 -0.134 0.423
H 10.75441 -11.09582 -6.79967 0.203 0.108 -0.123 0.552
H 8.36817 -12.05212 -7.72064 0.026 -0.240 -0.167 -0.335
H 9.16328 -11.73907 -9.26738 -0.096 0.128 -0.019 0.639
H 7.32460 -9.58829 -9.65355 0.707 -0.227 -0.047 0.246
H 6.77943 -10.81387 -8.50011 0.031 0.103 0.279 -0.501
H 7.29112 -7.78317 -8.02564 -0.138 0.074 0.075 0.466
H 5.74093 -8.64955 -7.84264 -0.002 0.276 -0.017 0.092
H 7.05369 -8.29301 -5.61677 0.807 0.043 0.081 0.509
H 6.55979 -9.90842 -5.90944 -0.112 -0.141 -0.311 0.112
H 9.39263 -8.92625 -6.41952 -0.271 0.315 0.190 0.301
H 8.95998 -10.44057 -5.81485 -0.509 -0.525 -0.436 0.392
H 9.67595 -9.57532 -9.79477 -0.276 0.451 -0.193 0.351
H 10.61857 -9.35670 -8.38834 0.178 1.163 0.138 0.413
H 9.21284 -8.13274 -8.77053 0.593 0.100 0.088 0.337
C 9.51266 -20.72430 -7.74785 0.124 0.296 0.231 -0.574
C 8.37183 -21.04264 -6.77112 -0.481 0.024 -0.641 -1.200
C 7.45057 -19.83900 -6.39237 1.231 0.891 0.270 -1.162
C 8.23338 -18.46952 -6.21327 -0.799 0.142 0.572 -0.593
N 7.35495 -17.24461 -6.38742 -0.780 1.627 1.174 1.056
C 7.96074 -15.94543 -5.69148 0.731 -0.528 0.270 0.001
C 7.47956 -15.82454 -4.22625 -0.398 -0.603 -0.030 -0.589
C 6.53239 -16.98771 -4.10610 -0.865 -1.143 -0.182 -0.899
C 6.07150 -17.32190 -5.51447 0.219 -0.260 -0.273 -0.484
C 7.03039 -16.99497 -7.86217 -0.173 -0.442 1.917 -0.717
H 10.34026 -20.21670 -7.24634 -0.088 0.184 -0.003 0.163
H 9.15023 -20.09514 -8.56730 -0.028 0.206 -0.030 -0.004
H 9.97502 -21.58515 -8.23042 -0.339 -0.292 0.263 0.573
H 8.73194 -21.55524 -5.88105 0.130 0.181 0.031 0.435
H 7.73912 -21.76672 -7.28605 -0.141 -0.085 0.228 0.375
H 6.97840 -20.02422 -5.42773 0.113 -0.230 0.032 0.398
H 6.60036 -19.71563 -7.06443 0.284 -0.059 -0.418 0.556
H 9.10053 -18.25250 -6.83628 -0.080 -0.518 -0.298 0.161
H 8.57908 -18.38982 -5.18277 0.152 -0.244 -0.013 0.717
H 7.60039 -15.06319 -6.21429 0.363 -0.357 -0.499 -0.521
H 9.04144 -16.07659 -5.66175 0.028 0.185 -0.688 0.436
H 6.95184 -14.89255 -4.03095 0.131 0.106 -0.275 0.402
H 8.23965 -15.95353 -3.45748 0.346 0.288 -0.337 0.458
H 5.66648 -16.85191 -3.45894 0.059 0.227 0.006 0.518
H 7.02752 -17.88597 -3.73246 0.129 0.110 0.232 0.335
H 5.40541 -16.57514 -5.94355 -0.086 -0.110 0.138 0.212
H 5.63808 -18.31899 -5.52691 -0.081 0.097 -0.449 0.491
H 7.94765 -16.81013 -8.41682 -0.053 -0.144 -0.060 0.158
H 6.36246 -16.14094 -7.91550 0.130 -0.093 -0.084 -0.146
H 6.50184 -17.91273 -8.11389 0.122 0.145 -0.700 0.404
As 4.39497 -13.15940 -6.75714 -1.434 0.435 2.553 2.101
F 3.23976 -11.80149 -6.80325 0.731 -0.617 -0.605 -0.484
F 4.27512 -13.36702 -8.53050 -0.080 0.372 0.558 -0.650
F 5.59552 -14.43969 -6.70150 -0.720 0.315 -0.284 -0.829
F 4.49326 -12.93733 -5.01375 0.145 -0.393 -1.407 -0.454
F 3.00027 -14.24480 -6.53650 1.619 0.618 -0.612 -0.508
F 5.71656 -12.00963 -6.94042 -0.392 -0.336 -0.488 -0.486
O 5.87438 -15.05199 -9.90202 0.299 0.859 -0.504 0.747
C 7.00061 -14.51734 -10.51460 1.600 -0.870 -0.277 0.002
O 6.99084 -13.29185 -10.72924 -0.227 0.244 -0.208 -0.463
O 7.94078 -15.33785 -10.77831 -1.223 0.345 -0.059 -0.217
H 5.42322 -14.21794 -9.64529 -0.296 -0.740 0.242 -0.437